Record 1
{
  "formula": "C3H4NO",
  "method": "the ωB97M-V functional and the def2-TZVPD basis",
  "spin_multiplicity": 1,
  "total_charge": -1,
  "orbital_gap_ha": [0.2562, 0.2648],
  "homo_ha": [-0.099, -0.103],
  "largest_force_ev_per_a": 3.4,
  "e_tot_ha": -246.47995,
  "relative_energy_kcal_mol": 85.93,
  "species": ["H", "N", "O", "C", "C", "C", "H", "H", "H"],
  "xyz": [[1.46, 0.00, 1.83], [2.83, -0.14, 0.37], [3.58, -0.11, -0.67], [-1.23, -0.48, 0.24], [-0.71, 0.64, -0.21], [1.81, 0.36, 0.81], [-2.27, -0.83, 0.05], [0.49, 0.89, 0.29], [-0.61, -1.08, 0.90]]
}

=====

Record 2
{
  "formula": "C14H12N4O3S",
  "method": "the ωB97M-V functional and the def2-TZVPD basis",
  "spin_multiplicity": 1,
  "total_charge": 0,
  "orbital_gap_ha": 0.3311,
  "homo_ha": -0.317,
  "largest_force_ev_per_a": 1.2,
  "e_tot_ha": -1383.66523,
  "relative_energy_kcal_mol": 6.82,
  "species": ["C", "H", "C", "N", "H", "H", "H", "C", "H", "H", "H", "H", "C", "C", "C", "C", "N", "S", "H", "H", "H", "N", "C", "O", "C", "C", "C", "O", "H", "C", "O", "N", "C", "C"],
  "xyz": [[5.06, -1.67, -0.18], [-2.85, 0.84, 1.66], [3.99, 0.40, 0.21], [-2.85, 0.64, 0.67], [2.10, 3.00, 0.62], [3.79, -3.31, -0.70], [-2.92, -0.54, -1.72], [1.76, 0.86, 0.09], [-2.61, -3.40, 2.21], [-2.70, -4.49, -0.04], [1.69, -1.98, -0.60], [5.95, -2.28, -0.23], [3.82, -2.26, -0.44], [2.45, 2.00, 0.43], [-2.83, -2.59, -1.06], [-2.87, -1.22, -0.89], [-2.70, -1.51, 1.48], [-2.11, 1.82, -0.21], [-2.87, -3.02, -2.05], [-0.10, 2.61, 0.58], [6.12, 0.12, 0.36], [3.78, 1.72, 0.50], [2.73, -0.18, -0.06], [-2.54, 3.06, 0.35], [0.32, 0.69, -0.12], [-2.79, -0.73, 0.41], [-2.73, -3.42, 0.06], [-0.19, -0.33, -0.54], [4.50, 2.39, 0.72], [2.65, -1.53, -0.39], [-2.26, 1.59, -1.60], [-0.48, 1.75, 0.23], [-2.68, -2.82, 1.30], [5.17, -0.34, 0.15]]
}

=====

Record 3
{
  "formula": "C14H18F4N2O16",
  "method": "the ωB97M-V functional and the def2-TZVPD basis",
  "spin_multiplicity": 1,
  "total_charge": 0,
  "orbital_gap_ha": 0.3592,
  "homo_ha": -0.396,
  "largest_force_ev_per_a": 4.5,
  "e_tot_ha": -2256.87882,
  "relative_energy_kcal_mol": 49.26,
  "species": ["O", "H", "C", "N", "O", "C", "O", "C", "O", "O", "O", "C", "F", "H", "H", "N", "H", "H", "C", "H", "C", "O", "F", "C", "H", "H", "C", "F", "O", "O", "C", "O", "O", "O", "H", "C", "H", "H", "H", "H", "C", "O", "O", "H", "H", "H", "O", "F", "H", "O", "C", "H", "C", "C"],
  "xyz": [[-1.16, 2.19, 3.44], [-5.76, 0.38, 0.10], [1.13, -0.66, -4.33], [-2.47, -5.18, -0.04], [-2.23, -5.44, 1.17], [6.45, 0.69, -0.26], [-0.46, 0.95, 0.96], [4.77, 1.55, 1.02], [4.22, 2.02, 1.96], [-2.88, -6.03, -0.84], [1.75, -3.58, -5.96], [1.23, -0.23, -5.78], [1.81, 1.97, 5.00], [0.65, 1.62, 2.93], [0.37, -1.53, -0.96], [-0.48, -0.17, 0.42], [-3.81, 1.87, -0.08], [4.79, 1.21, -1.66], [0.60, -0.54, -0.55], [6.87, -0.11, 0.34], [5.07, 0.47, -0.91], [1.73, -1.39, -6.42], [-4.63, -0.70, 1.29], [-2.48, -3.69, -0.46], [7.25, 1.10, -0.88], [-2.91, -3.17, 0.40], [-5.72, 2.13, 2.25], [0.00, -0.42, -3.76], [4.22, 0.61, 0.22], [-1.32, -1.06, 0.72], [-4.09, 1.56, 0.93], [-1.62, 4.44, 3.65], [-0.02, 3.30, 4.90], [-6.44, 2.76, 2.99], [-0.39, 0.35, 3.74], [-0.99, 3.41, 3.96], [-1.45, -3.43, -0.69], [1.93, 0.60, -5.86], [0.60, 0.26, -1.29], [-3.09, -3.59, -1.36], [-0.06, 1.39, 3.72], [-4.66, 2.63, 1.61], [1.17, -2.14, -4.39], [0.30, 0.00, -6.31], [1.88, -0.25, -3.65], [0.06, 1.41, 5.78], [6.03, 1.71, 0.68], [4.93, -0.72, -1.48], [-3.20, 1.16, 1.43], [-5.94, 0.84, 2.07], [1.48, -2.49, -5.64], [1.58, -0.55, -0.07], [-5.11, 0.47, 0.97], [0.48, 2.02, 4.97]]
}